1:
Formula: C59H49AgAsF5N6O2S
Source: the Open Molecules 2025 dataset
Level of theory: ωB97M-V/def2-TZVPD

Geometry as XYZ:
```
124
Properties=species:S:1:pos:R:3:mulliken_charge:R:1
Ag 0.77293 -0.73786 -0.37948 0.226
N -2.47590 4.19632 5.25256 0.069
C -2.38868 5.33237 6.02550 0.788
C -3.05002 5.74786 7.17621 -1.156
C -2.70348 6.98762 7.68161 -0.382
C -1.72715 7.78229 7.05891 -0.469
C -1.07401 7.35794 5.91688 -0.812
C -1.41228 6.11404 5.39040 0.416
N -0.92734 5.46166 4.27090 -0.601
C -1.57295 4.33247 4.22630 -0.014
C -1.39694 3.28840 3.19915 1.187
C -0.38396 3.41126 2.26697 -0.902
C -0.20765 2.39649 1.33689 -0.649
N -0.97729 1.31343 1.27923 0.321
C -1.95898 1.20666 2.16763 -0.572
C -2.20552 2.15735 3.14722 -1.006
H -3.05175 3.39396 5.42490 0.163
H -3.79818 5.13172 7.65939 0.375
H -3.19316 7.35083 8.57649 0.369
H -1.48002 8.74539 7.48743 0.363
H -0.31409 7.96219 5.43867 0.441
H 0.29316 4.25328 2.30425 0.524
H 0.61739 2.42600 0.63227 0.640
H -2.56345 0.30488 2.12347 0.417
H -3.00817 1.98429 3.85546 0.220
F -2.87497 -0.61069 -1.84644 -0.308
C -2.06071 0.43219 -2.23149 -0.019
C -0.74601 0.49563 -1.83171 0.198
C -0.10534 1.61429 -2.33351 0.702
F 1.19283 1.87962 -2.02465 -0.445
C -0.68001 2.55787 -3.17156 0.207
F 0.01982 3.60864 -3.64292 -0.390
C -2.00542 2.42180 -3.53472 0.858
F -2.59407 3.32235 -4.34434 -0.378
C -2.71127 1.34165 -3.04910 0.067
F -4.01123 1.19613 -3.38623 -0.390
C -4.25917 -3.32617 1.42290 -0.954
N -2.86823 -3.66607 1.56049 0.393
C -2.33853 -4.77688 2.30820 -0.555
C -0.82774 -4.62489 2.03515 0.426
O -0.01420 -5.42975 2.43501 -0.730
N -0.61473 -3.49843 1.27746 -0.322
C -1.81006 -2.98695 1.03372 -0.126
N -2.02754 -1.93452 0.24736 1.845
H -4.85822 -4.22217 1.58159 0.315
H -4.47247 -2.96946 0.41314 0.271
H -4.58212 -2.56576 2.14320 0.251
H -2.69627 -5.73982 1.93455 0.313
H -2.54160 -4.70905 3.38020 0.392
H -1.28572 -1.28631 -0.04647 -1.592
H -2.95373 -1.56086 0.14896 0.137
O 2.10627 -2.24915 -3.10503 -0.928
S 2.25931 -0.77033 -2.81284 1.055
C 2.90063 -0.07066 -4.38742 -0.904
C 4.40199 0.19416 -4.22600 -0.632
C 4.89146 -0.73540 -3.11633 -0.794
C 3.86226 -0.58057 -2.00833 -0.932
H 2.32869 0.82625 -4.62869 0.294
H 2.66921 -0.85487 -5.10828 0.378
H 4.55651 1.23028 -3.91625 0.281
H 4.93860 0.04298 -5.16507 0.363
H 5.89752 -0.48246 -2.77789 0.426
H 4.89437 -1.77140 -3.46558 0.236
H 3.86312 0.41765 -1.55838 0.206
H 3.88929 -1.31501 -1.20652 0.549
C -0.72622 -2.14897 -7.32885 -0.548
C -0.88376 -3.46192 -6.89842 -0.775
C -0.86839 -3.75786 -5.54253 -0.174
C -0.67208 -2.75140 -4.60048 0.065
C -0.52419 -1.43862 -5.04039 -0.066
C -0.55493 -1.13550 -6.39662 -0.841
As -0.70900 -3.03207 -2.65767 1.852
C -2.54472 -3.82245 -2.67312 0.281
C -3.54233 -3.15591 -3.38837 -0.260
C -4.86278 -3.58030 -3.35210 -0.673
C -5.22306 -4.68434 -2.58890 -0.579
C -4.24717 -5.35104 -1.86294 -0.626
C -2.92476 -4.92020 -1.90324 -0.192
C 0.34529 -4.68246 -2.48236 0.519
C 0.36699 -5.31448 -1.24070 -0.229
C 1.18997 -6.40680 -1.00114 -0.707
C 2.01951 -6.88071 -2.00615 -0.549
C 2.03815 -6.23537 -3.23619 -0.798
C 1.22030 -5.13796 -3.46722 -0.598
H -0.74659 -1.91710 -8.38710 0.376
H -1.02506 -4.25635 -7.62179 0.381
H -1.02204 -4.77911 -5.21380 0.474
H -0.38480 -0.64578 -4.31031 0.148
H -0.44825 -0.10711 -6.72084 0.459
H -3.28926 -2.28208 -3.97788 0.255
H -5.61380 -3.04217 -3.91823 0.414
H -6.25296 -5.02002 -2.56127 0.349
H -4.51145 -6.21297 -1.26046 0.429
H -2.18417 -5.46607 -1.33358 0.279
H -0.21658 -4.91374 -0.42106 -0.198
H 1.20810 -6.85618 -0.01604 0.492
H 2.67634 -7.72216 -1.82007 0.355
H 2.71186 -6.57172 -4.01580 0.382
H 1.29254 -4.61242 -4.40927 0.366
C 2.21652 0.04930 0.92142 -0.231
C 2.68925 0.98291 1.56150 -0.425
C 3.04747 2.13425 2.34211 -0.434
C 3.93494 3.09067 1.72582 0.700
C 4.79228 2.68364 0.66714 -0.590
C 5.63379 3.56329 0.01466 -0.536
C 5.68231 4.91421 0.36164 -0.499
C 4.83354 5.34910 1.37514 -0.801
C 3.98426 4.47541 2.03554 -0.568
C 2.41717 2.28691 3.62364 0.550
C 2.76175 3.27878 4.58696 -0.450
C 2.08831 3.40791 5.78995 -0.846
C 1.04843 2.55091 6.14323 -0.531
C 0.73864 1.52183 5.25144 -0.633
C 1.39754 1.38243 4.04599 -0.544
H 4.76601 1.63870 0.38105 0.427
H 6.27016 3.19262 -0.78446 0.351
H 6.34506 5.60244 -0.14983 0.353
H 4.81907 6.40106 1.64597 0.339
H 3.29766 4.87456 2.76975 0.409
H 3.59112 3.94328 4.38861 0.758
H 2.38934 4.19481 6.47615 0.349
H 0.51991 2.66298 7.08325 0.434
H -0.04252 0.80866 5.50504 0.334
H 1.14231 0.56794 3.37781 0.308
```

Properties
- multiplicity = 1
- M (g/mol) = 1183.9
- Kohn-Sham gap (eV) = 3.60
- LUMO (eV) = 3.6
- charge = -2
- HOMO level (eV) = 0.04

***

2:
Formula: C59H49AgAsF5N6O2S
Source: the Open Molecules 2025 dataset
Level of theory: ωB97M-V/def2-TZVPD

Geometry as XYZ:
```
124
Properties=species:S:1:pos:R:3:mulliken_charge:R:1
Ag 1.38362 0.76077 -0.80067 2.627
N 1.80266 1.05682 6.83344 0.068
C 1.51147 0.86446 8.16484 0.687
C 2.13186 1.27638 9.34021 -1.004
C 1.52933 0.90145 10.52460 -0.383
C 0.35003 0.13618 10.53156 -0.434
C -0.25221 -0.27285 9.35725 -0.737
C 0.33844 0.10020 8.15340 0.398
N -0.05129 -0.15596 6.84908 -0.651
C 0.83574 0.42438 6.10320 -0.163
C 0.82927 0.44641 4.62773 1.466
C -0.11764 -0.27630 3.92502 -1.323
C -0.10565 -0.22665 2.53844 -0.596
N 0.75508 0.50050 1.83107 1.083
C 1.65966 1.19471 2.51117 -1.021
C 1.74004 1.18624 3.89865 -1.313
H 2.59627 1.54141 6.45643 0.146
H 3.04206 1.86270 9.33282 0.376
H 1.97364 1.20443 11.46349 0.369
H -0.09459 -0.13784 11.47968 0.368
H -1.15901 -0.86501 9.36129 0.422
H -0.84639 -0.87296 4.46070 0.549
H -0.81701 -0.81012 1.96587 0.744
H 2.35362 1.78230 1.91617 0.199
H 2.51609 1.77402 4.37728 0.277
F 3.75263 -1.46774 -1.17590 -0.082
C 4.36148 -0.34610 -0.69198 1.261
C 3.61639 0.74870 -0.32057 -1.795
C 4.38897 1.79060 0.13261 0.868
F 3.80566 2.94387 0.59438 -0.364
C 5.76861 1.77688 0.22247 -0.114
F 6.46245 2.83167 0.70465 -0.358
C 6.45516 0.65024 -0.17118 0.928
F 7.79739 0.60549 -0.09594 -0.353
C 5.73956 -0.43329 -0.63353 -0.377
F 6.40203 -1.54114 -1.01689 -0.351
C -0.00785 6.60498 -0.10467 -1.196
N 0.73207 5.59791 -0.81583 0.248
C 1.65730 5.82996 -1.89897 -0.426
C 2.17522 4.39632 -2.15992 -0.007
O 3.01783 4.14786 -2.99149 -0.723
N 1.53205 3.53012 -1.30277 0.362
C 0.71906 4.25524 -0.57458 0.080
N -0.08628 3.73490 0.37477 -0.161
H 0.48774 7.56569 -0.23539 0.390
H -0.02934 6.38342 0.96513 0.348
H -1.03946 6.70292 -0.46010 0.295
H 2.47201 6.50260 -1.62100 0.323
H 1.16519 6.20283 -2.80106 0.311
H -0.29500 2.74516 0.26172 -0.214
H -0.90346 4.26110 0.63218 0.259
O -2.06667 1.96268 0.37550 -0.990
S -2.09398 0.49788 -0.00541 1.076
C -3.13693 0.35692 -1.49502 0.001
C -4.53087 -0.13315 -1.08468 -0.496
C -4.71948 0.28769 0.36968 -0.837
C -3.43957 -0.18633 1.04077 -0.719
H -2.62178 -0.29676 -2.19625 -1.046
H -3.12996 1.36550 -1.91096 0.732
H -4.56350 -1.22593 -1.14719 -0.020
H -5.30256 0.26058 -1.74630 0.409
H -5.62561 -0.12123 0.82630 0.440
H -4.76356 1.37784 0.43601 0.229
H -3.35073 -1.27969 1.02258 -0.014
H -3.28485 0.18711 2.05516 0.497
C 1.23597 -4.33499 -4.55888 -0.561
C 0.89608 -5.12070 -3.45929 -0.810
C 0.80248 -4.54397 -2.20085 -0.310
C 1.06309 -3.18310 -2.02689 0.526
C 1.40039 -2.40236 -3.13030 -0.734
C 1.48098 -2.97991 -4.39367 -0.479
As 0.89924 -2.28707 -0.29683 1.640
C -0.80141 -3.17203 0.18401 0.058
C -1.84590 -3.03439 -0.73846 -0.286
C -3.10611 -3.54918 -0.46821 -0.430
C -3.34930 -4.20843 0.73372 -0.822
C -2.32462 -4.33935 1.66169 -0.566
C -1.06049 -3.81701 1.39108 -0.353
C 2.15027 -3.35876 0.78398 0.543
C 2.22606 -3.08101 2.15058 -0.434
C 3.14575 -3.72801 2.96761 -0.760
C 4.03372 -4.64491 2.42145 -0.500
C 3.99839 -4.89889 1.05554 -0.802
C 3.06288 -4.26465 0.24548 -0.586
H 1.29325 -4.78066 -5.54565 0.335
H 0.69714 -6.17891 -3.58558 0.381
H 0.51681 -5.15309 -1.35002 0.421
H 1.56778 -1.33833 -2.99800 0.138
H 1.72368 -2.36040 -5.24872 0.416
H -1.66539 -2.52437 -1.68208 0.076
H -3.90137 -3.43191 -1.19606 0.582
H -4.33288 -4.61300 0.94539 0.351
H -2.50465 -4.85405 2.59972 0.401
H -0.27276 -3.91872 2.12913 0.385
H 1.56820 -2.33477 2.58333 0.372
H 3.17675 -3.50377 4.02884 0.434
H 4.75311 -5.15251 3.05384 0.356
H 4.70778 -5.59005 0.61560 0.389
H 3.05774 -4.46395 -0.81755 0.353
C 0.01100 0.63162 -2.38114 -1.802
C -0.75413 0.77545 -3.33077 0.445
C -1.77256 0.97836 -4.32539 -0.059
C -2.06221 2.34914 -4.69397 -0.046
C -2.71840 2.73644 -5.89281 -0.445
C -2.99866 4.06540 -6.18338 -0.647
C -2.62667 5.09118 -5.31615 -0.604
C -1.92199 4.74296 -4.16122 -0.349
C -1.63701 3.42131 -3.85922 -0.281
C -2.51618 -0.16960 -4.75758 0.133
C -3.81646 -0.12772 -5.34667 -0.699
C -4.51002 -1.28131 -5.68338 -0.740
C -3.97819 -2.55226 -5.45340 -0.897
C -2.72548 -2.62650 -4.83708 -0.153
C -2.02035 -1.48475 -4.49383 -0.009
H -2.97202 1.97651 -6.62077 0.605
H -3.50330 4.30870 -7.11459 0.320
H -2.86417 6.12647 -5.53952 0.364
H -1.58692 5.52506 -3.48183 0.331
H -1.07186 3.17151 -2.96575 0.256
H -4.29516 0.82989 -5.50449 0.544
H -5.50119 -1.19128 -6.12093 0.344
H -4.52482 -3.44769 -5.72756 0.342
H -2.29062 -3.60002 -4.61878 0.432
H -1.05770 -1.57066 -4.00277 0.327
```

Properties
- multiplicity = 1
- M (g/mol) = 1183.9
- Kohn-Sham gap (eV) = 3.21
- LUMO (eV) = 3.3
- charge = -2
- HOMO level (eV) = 0.05

***

The least stable of the structures above is 1, whereas 2 is the most stable.